Below is a molecular structure, C58H47N3O4PSe2TeW, with properties calculated with wB97M-V/def2-TZVPD.

Element x y z (Å)
1 W -0.3988 0.3343 0.2333
2 C -1.9824 -0.4479 -2.5531
3 O -1.1345 -0.9132 -1.4717
4 C -0.6723 -2.2170 -1.5262
5 C -1.0423 -3.1386 -2.4903
6 C -0.5235 -4.4226 -2.4103
7 C 0.3364 -4.7754 -1.3790
8 C 0.6933 -3.8476 -0.4178
9 C 0.1940 -2.5550 -0.4978
10 N 0.5006 -1.5281 0.4332
11 N 1.3101 -1.9036 1.3639
12 C 1.5998 -1.1881 2.4561
13 C 1.0723 0.0828 2.7905
14 O 0.2338 0.7056 2.0118
15 C 1.4630 0.7301 3.9970
16 C 2.3466 0.1409 4.8336
17 C 2.8979 -1.1501 4.5624
18 C 3.8046 -1.7447 5.4574
19 C 4.3220 -2.9895 5.2037
20 C 3.9334 -3.6724 4.0452
21 C 3.0516 -3.1053 3.1549
22 C 2.5215 -1.8274 3.3891
23 H -1.4891 -0.6625 -3.4994
24 H -2.1021 0.6205 -2.4096
25 H -2.9484 -0.9488 -2.4807
26 H -1.7281 -2.8743 -3.2799
27 H -0.8052 -5.1539 -3.1549
28 H 0.7235 -5.7830 -1.3199
29 H 1.3510 -4.1088 0.3966
30 H 1.0254 1.6972 4.2051
31 H 2.6505 0.6460 5.7421
32 H 4.0851 -1.2038 6.3523
33 H 5.0180 -3.4445 5.8940
34 H 4.3304 -4.6593 3.8471
35 H 2.7624 -3.6421 2.2632
36 Se -2.9354 1.2636 0.3000
37 P -3.7622 -0.5335 1.1816
38 Se -1.9606 -1.4839 1.8570
39 C -4.6128 -1.5222 -0.0756
40 C -5.7699 -0.9984 -0.6514
41 C -6.4075 -1.6881 -1.6679
42 C -5.8967 -2.9039 -2.1099
43 C -4.7502 -3.4283 -1.5327
44 C -4.1042 -2.7384 -0.5145
45 C -4.9982 -0.1837 2.4402
46 C -5.6558 -1.2567 3.0407
47 C -6.6123 -1.0184 4.0115
48 C -6.9183 0.2874 4.3773
49 C -6.2640 1.3533 3.7792
50 C -5.2963 1.1217 2.8114
51 H -6.1713 -0.0518 -0.3085
52 H -7.3045 -1.2810 -2.1141
53 H -6.4002 -3.4431 -2.9009
54 H -4.3581 -4.3802 -1.8663
55 H -3.2068 -3.1421 -0.0620
56 H -5.4231 -2.2744 2.7487
57 H -7.1219 -1.8484 4.4816
58 H -7.6700 0.4714 5.1331
59 H -6.5031 2.3683 4.0663
60 H -4.7687 1.9511 2.3562
61 C 2.5758 4.9888 -4.3766
62 C 1.7129 4.2010 -3.4303
63 C 0.4946 4.6947 -2.9829
64 C -0.3243 3.9920 -2.1000
65 C -1.6477 4.5982 -1.7172
66 O -2.3433 5.0778 -2.5838
67 C -2.0576 4.6487 -0.2808
68 C -3.3934 4.9121 0.0092
69 C -3.8207 4.9702 1.3254
70 C -2.9143 4.7772 2.3597
71 C -1.5765 4.5347 2.0774
72 C -1.1497 4.4716 0.7609
73 C 0.0934 2.7320 -1.6732
74 O -0.6921 1.9412 -0.9000
75 C 1.3245 2.2261 -2.1069
76 C 2.1175 2.9461 -2.9809
77 C 1.6269 0.9271 -1.4796
78 N 1.7054 0.8918 -0.1491
79 C 2.2068 2.1041 0.5264
80 C 3.7216 2.2052 0.4494
81 Te 4.7927 0.8844 1.7577
82 C 5.2746 -0.6068 0.3512
83 C 5.2260 -1.9401 0.7472
84 C 5.6110 -2.9439 -0.1328
85 C 6.0236 -2.6243 -1.4178
86 C 6.0602 -1.2955 -1.8183
87 C 5.7028 -0.2891 -0.9330
88 C 1.7837 -0.2517 -2.3297
89 C 2.5048 -1.3640 -1.8930
90 C 2.6670 -2.4524 -2.7338
91 C 2.1211 -2.4407 -4.0090
92 C 1.4190 -1.3289 -4.4590
93 C 1.2586 -0.2356 -3.6290
94 H 2.0932 5.9214 -4.6625
95 H 2.7778 4.4219 -5.2860
96 H 3.5369 5.2341 -3.9222
97 H 0.1474 5.6596 -3.3324
98 H -4.0828 5.0636 -0.8106
99 H -4.8604 5.1733 1.5472
100 H -3.2489 4.8255 3.3881
101 H -0.8666 4.4009 2.8834
102 H -0.1033 4.2954 0.5401
103 H 3.0636 2.5300 -3.3092
104 H 1.8948 2.0837 1.5659
105 H 1.7795 3.0108 0.0809
106 H 4.0286 3.2101 0.7370
107 H 4.0833 2.0396 -0.5666
108 H 4.8903 -2.1973 1.7443
109 H 5.5896 -3.9773 0.1912
110 H 6.3235 -3.4052 -2.1038
111 H 6.3897 -1.0388 -2.8161
112 H 5.7813 0.7452 -1.2457
113 H 2.9397 -1.3573 -0.9039
114 H 3.2290 -3.3093 -2.3925
115 H 2.2530 -3.2943 -4.6607
116 H 1.0067 -1.3155 -5.4595
117 H 0.7204 0.6377 -3.9765

Cartesian forces (eV/Å) of the 2 atoms listed first:
W -0.6540 0.2356 -0.2029
C -0.0284 -0.0277 0.0523

Values from the calculation:
- energy (eV) = -222666.254
- total charge = +1
- relative energy (zero: lowest compared OMol25 entry of this formula, charge and spin) (kcal/mol) = 0.0
- Kohn-Sham gap (alpha / beta) (eV) = 6.053 / 6.031
- highest occupied orbital energy (alpha / beta) (eV) = -9.722 / -9.711

Below is a molecular structure, C58H48N4PS2SbV at a distorted geometry, with properties calculated with wB97M-V/def2-TZVPD.

Element x y z (Å)
1 V 0.6323 -0.7836 -0.0057
2 N -0.8269 -1.9496 2.3331
3 P 0.4355 -0.7753 2.4273
4 C 1.3051 -1.4380 3.9078
5 C 0.6003 -1.4238 5.1163
6 C 1.1604 -1.9637 6.2605
7 C 2.4431 -2.4964 6.2206
8 C 3.1478 -2.5135 5.0289
9 C 2.5761 -2.0044 3.8698
10 C -0.4666 0.5941 3.1998
11 C 0.2840 1.5979 3.8066
12 C -0.3513 2.6818 4.3876
13 C -1.7375 2.7678 4.3708
14 C -2.4880 1.7681 3.7726
15 C -1.8541 0.6858 3.1798
16 C -0.7077 -2.9414 1.3958
17 C -1.3456 -4.1739 1.5574
18 C -1.1438 -5.1611 0.6205
19 C -0.2941 -4.9086 -0.4594
20 C 0.2575 -3.6616 -0.5807
21 N 0.0443 -2.6620 0.3097
22 H -1.2591 -2.2475 3.1973
23 H -0.3828 -0.9697 5.1664
24 H 0.6004 -1.9567 7.1863
25 H 2.8860 -2.9061 7.1185
26 H 4.1483 -2.9253 4.9964
27 H 3.1299 -2.0808 2.9433
28 H 1.3665 1.5259 3.8374
29 H 0.2333 3.4599 4.8605
30 H -2.2286 3.6115 4.8378
31 H -3.5698 1.8200 3.7807
32 H -2.4483 -0.1016 2.7283
33 H -1.9672 -4.3326 2.4283
34 H -1.6254 -6.1235 0.7274
35 H -0.0705 -5.6729 -1.1888
36 H 0.9051 -3.4282 -1.4146
37 S -2.6393 -2.0323 -4.7619
38 C -3.2591 -1.9296 -6.3474
39 C -2.3527 -1.4046 -7.2171
40 C -1.1288 -1.0817 -6.5921
41 C -1.1210 -1.3505 -5.2471
42 C -0.0173 -1.1856 -4.3140
43 C -0.2404 -1.1621 -2.9233
44 N 0.7155 -1.0251 -2.0164
45 C 1.9997 -0.9950 -2.4634
46 C 2.3374 -1.0126 -3.8261
47 C 3.7229 -1.0153 -4.1955
48 C 4.6962 -1.0318 -3.2591
49 C 4.3758 -1.0118 -1.8626
50 C 5.3369 -1.0275 -0.8478
51 C 4.9553 -0.9083 0.4850
52 C 3.5845 -0.7790 0.7486
53 N 2.6404 -0.8527 -0.1817
54 C 3.0257 -0.9540 -1.4806
55 C 5.9225 -0.9330 1.5752
56 C 5.8033 -0.4375 2.8483
57 C 6.9535 -0.6567 3.6394
58 C 7.9289 -1.3246 2.9642
59 S 7.4688 -1.6915 1.3648
60 C 1.2935 -1.0702 -4.7537
61 H -4.2599 -2.2752 -6.5531
62 H -2.5453 -1.2682 -8.2708
63 H -0.2964 -0.6344 -7.1163
64 H -1.2516 -1.2807 -2.5564
65 H 3.9703 -1.0286 -5.2493
66 H 5.7399 -1.0478 -3.5458
67 H 6.3862 -1.1034 -1.1044
68 H 3.2451 -0.6151 1.7605
69 H 4.9341 0.0992 3.2058
70 H 7.0593 -0.3274 4.6623
71 H 8.9012 -1.6276 3.3189
72 H 1.5218 -1.0974 -5.8107
73 C 0.5447 2.3859 -2.6565
74 C -0.8409 2.1580 -3.1974
75 C -1.1091 2.5938 -4.4936
76 C -2.3618 2.4586 -5.0690
77 C -3.3762 1.8452 -4.3547
78 C -3.1252 1.3978 -3.0667
79 C -1.8813 1.5737 -2.4602
80 Sb -1.6953 0.8925 -0.4088
81 C -3.8332 0.8664 0.0348
82 C -4.6165 1.9542 -0.3504
83 C -5.9759 1.9814 -0.0987
84 C -6.5783 0.9027 0.5339
85 C -5.8153 -0.1977 0.8753
86 C -4.4417 -0.2427 0.6260
87 C -3.7181 -1.5158 0.9788
88 C -0.6388 2.6404 0.3512
89 C 0.7050 2.3516 0.5411
90 C 1.6338 3.3193 0.8767
91 C 1.1943 4.6145 1.0887
92 C -0.1494 4.9148 0.9409
93 C -1.0808 3.9509 0.5486
94 C -2.4982 4.3660 0.2971
95 H 1.2592 2.4857 -3.4742
96 H 0.8798 1.5788 -2.0067
97 H 0.5773 3.3118 -2.0785
98 H -0.3101 3.0641 -5.0560
99 H -2.5446 2.8308 -6.0687
100 H -4.3589 1.7175 -4.7897
101 H -3.9232 0.9109 -2.5224
102 H -4.1771 2.7775 -0.8920
103 H -6.5615 2.8389 -0.4025
104 H -7.6397 0.9098 0.7430
105 H -6.2873 -1.0607 1.3305
106 H -4.2250 -2.3662 0.5192
107 H -3.7209 -1.6814 2.0587
108 H -2.6905 -1.5082 0.6223
109 H 1.0628 1.3336 0.3699
110 H 2.6839 3.0667 0.9630
111 H 1.8983 5.3894 1.3635
112 H -0.4872 5.9291 1.1160
113 H -2.6362 5.4247 0.5094
114 H -3.1954 3.7988 0.9133
115 H -2.7407 4.2049 -0.7559

Cartesian forces (eV/Å) of the 2 atoms listed first:
V -0.6817 0.4528 1.0047
N 0.1653 -0.3315 -0.2463

Values from the calculation:
- energy (eV) = -130059.250
- multiplicity = 2
- total charge = +2
- relative energy (zero: lowest compared OMol25 entry of this formula, charge and spin) (kcal/mol) = 0.0
- Kohn-Sham gap (alpha / beta) (eV) = 6.677 / 6.278
- expectation value of S² = 0.963
- highest occupied orbital energy (alpha / beta) (eV) = -12.471 / -12.043

Below is a molecular structure, C58H48O3PS3Zn at a distorted geometry, with properties calculated with wB97M-V/def2-TZVPD.

Element x y z (Å)
1 Zn -19.1784 14.2639 -15.8543
2 C -16.1630 18.3719 -13.0038
3 C -16.2428 18.4208 -14.4090
4 C -17.2719 17.7936 -15.1505
5 C -18.3273 17.2347 -14.4909
6 C -18.2587 17.0827 -13.1361
7 C -17.1834 17.6368 -12.3865
8 P -19.8185 16.5618 -15.2487
9 C -21.3068 17.2721 -14.4912
10 C -22.4974 16.8958 -15.0886
11 C -23.7101 17.5668 -14.7713
12 C -23.6969 18.6154 -13.8907
13 C -22.5138 19.1024 -13.3957
14 C -21.2989 18.3895 -13.6423
15 C -19.7464 17.1395 -16.9979
16 C -19.7620 18.4800 -17.3320
17 C -19.6641 18.8751 -18.7191
18 C -19.4932 17.8767 -19.6655
19 C -19.4778 16.5137 -19.3390
20 C -19.3040 15.5476 -20.3690
21 C -19.2413 14.2048 -20.0361
22 C -19.4663 13.8571 -18.6548
23 C -19.6580 14.7686 -17.6443
24 C -19.6835 16.0942 -17.9818
25 H -15.4233 18.9539 -12.4863
26 H -15.4253 18.8608 -14.9871
27 H -17.2523 17.7128 -16.2568
28 H -19.0564 16.6705 -12.5639
29 H -17.2244 17.6423 -11.3083
30 H -22.5523 16.0260 -15.7105
31 H -24.6449 17.2436 -15.2234
32 H -24.6241 19.0449 -13.4896
33 H -22.5139 20.1128 -13.0162
34 H -20.3482 18.7744 -13.3227
35 H -20.1155 19.1001 -16.5506
36 H -19.6336 19.9358 -18.9021
37 H -19.5250 18.0014 -20.7157
38 H -19.3272 15.9039 -21.3748
39 H -19.1929 13.3542 -20.7178
40 H -19.5676 12.7811 -18.3762
41 C -16.6982 2.4949 -13.5738
42 C -16.5896 3.8488 -12.8770
43 C -16.3674 4.9654 -13.6518
44 C -16.0939 6.2635 -13.1579
45 C -16.0392 6.3209 -11.7688
46 C -16.0891 5.2209 -10.9301
47 C -16.4039 3.9682 -11.5142
48 S -15.7237 7.9512 -10.9808
49 O -14.9282 7.6148 -9.8026
50 C -17.3563 8.4570 -10.5411
51 C -18.5043 7.6053 -10.7282
52 C -19.7613 8.0606 -10.4782
53 C -19.9745 9.3678 -9.9392
54 C -21.2773 9.7691 -9.5994
55 C -21.5129 10.9755 -9.0012
56 C -20.3955 11.8129 -8.7116
57 C -19.1514 11.5417 -9.1661
58 C -18.8403 10.2413 -9.7428
59 C -17.5167 9.7579 -10.0094
60 C -16.3841 10.6757 -9.6066
61 C -15.9881 10.6028 -8.2554
62 C -16.6155 9.8057 -7.2370
63 C -16.1304 9.7880 -5.9667
64 C -14.9297 10.3995 -5.6150
65 C -14.3876 11.2930 -6.4399
66 C -14.8587 11.4355 -7.7644
67 C -14.3771 12.4992 -8.5650
68 C -14.9765 12.6375 -9.8513
69 C -15.8794 11.7294 -10.3953
70 S -16.6784 12.1946 -11.9961
71 O -17.2479 13.5252 -11.7796
72 C -15.1593 12.5119 -12.9385
73 C -13.9541 11.8638 -12.6014
74 C -12.8018 12.4211 -13.0099
75 C -12.7980 13.4488 -13.9872
76 C -11.4573 14.0270 -14.3391
77 C -14.0140 13.9633 -14.5152
78 C -15.2029 13.4924 -13.9068
79 H -16.9710 2.6253 -14.6588
80 H -17.4703 1.8140 -13.1285
81 H -15.6823 2.0921 -13.5630
82 H -16.5398 4.8614 -14.7371
83 H -15.8324 7.0159 -13.8799
84 H -16.1035 5.3111 -9.8587
85 H -16.5608 3.1316 -10.8386
86 H -18.4395 6.6130 -11.1514
87 H -20.5453 7.3262 -10.5217
88 H -22.1393 9.0486 -9.7776
89 H -22.5534 11.3019 -8.8814
90 H -20.5092 12.6853 -8.1029
91 H -18.3939 12.2982 -8.9486
92 H -17.5359 9.2853 -7.4662
93 H -16.6612 9.1832 -5.2296
94 H -14.4661 10.2573 -4.5982
95 H -13.5235 11.8881 -6.0697
96 H -13.6732 13.2700 -8.2751
97 H -14.6633 13.5361 -10.4442
98 H -13.9920 10.9214 -12.0435
99 H -11.8237 12.0826 -12.7177
100 H -10.6777 13.2155 -14.3864
101 H -11.0680 14.7827 -13.6332
102 H -11.5128 14.5009 -15.3589
103 H -14.0924 14.6771 -15.3029
104 H -16.0753 14.0994 -14.0805
105 C -20.2648 11.0555 -13.5752
106 S -19.5214 11.2516 -15.2153
107 C -18.0693 10.2088 -15.0407
108 O -18.7377 12.6567 -15.1217
109 H -19.5285 10.9273 -12.7734
110 H -20.9284 10.2317 -13.7638
111 H -20.8360 11.9730 -13.2717
112 H -17.3113 10.6465 -15.7266
113 H -18.3959 9.2387 -15.3643
114 H -17.6379 10.2815 -14.0457

Cartesian forces (eV/Å) of the 2 atoms listed first:
Zn -1.3228 1.1796 -0.0797
C -1.7262 -0.5876 -1.5801

Values from the calculation:
- energy (eV) = -157270.119
- total charge = +1
- relative energy (zero: lowest compared OMol25 entry of this formula, charge and spin) (kcal/mol) = 58.7
- Kohn-Sham gap (eV) = 7.727
- highest occupied orbital energy (eV) = -10.023

Below is 10 unconnected molecules or ions with the total composition C58H52F9N at a distorted geometry, with properties calculated with wB97M-V/def2-TZVPD.

Element x y z (Å)
1 F -2.4193 -1.8704 3.6031
2 C -2.5182 -2.8116 2.6259
3 C -3.3392 -3.8975 2.8467
4 C -3.2873 -4.8642 1.8199
5 C -2.5501 -4.6409 0.7168
6 C -1.9441 -3.4478 0.4436
7 C -1.8007 -2.5395 1.4694
8 H -3.9220 -4.1300 3.7012
9 H -3.8225 -5.7466 1.8424
10 H -2.6263 -5.3122 -0.1421
11 H -1.5685 -3.3101 -0.5590
12 H -1.1306 -1.6568 1.3830
13 F 0.2719 3.7542 8.1611
14 C -0.2433 3.6763 6.8571
15 C -0.1965 2.4809 6.1790
16 C -0.7888 2.4469 4.9271
17 C -1.3386 3.5549 4.3512
18 C -1.3859 4.7325 5.0578
19 C -0.8251 4.8304 6.2886
20 H 0.2780 1.6597 6.6172
21 H -0.9806 1.5507 4.3558
22 H -1.8870 3.4574 3.4105
23 H -1.6793 5.6452 4.6615
24 H -0.7776 5.7297 6.9489
25 F 4.7085 2.3400 -3.5495
26 C 4.0964 3.3021 -2.7750
27 C 3.0822 2.9271 -1.9458
28 C 2.5206 3.9174 -1.1899
29 C 2.8642 5.2528 -1.3589
30 C 3.8936 5.6053 -2.2145
31 C 4.5290 4.6087 -2.9541
32 H 2.8241 1.9003 -1.7982
33 H 1.6869 3.5378 -0.5889
34 H 2.2763 5.9631 -0.8332
35 H 4.2170 6.6333 -2.2675
36 H 5.2877 4.7028 -3.7533
37 F 3.0371 -1.1289 -3.3609
38 C 1.9755 -1.0721 -4.1790
39 C 1.3559 -2.2683 -4.3675
40 C 0.2011 -2.2972 -5.2098
41 C -0.1223 -1.1354 -5.9306
42 C 0.5013 0.0911 -5.6258
43 C 1.5481 0.1480 -4.7364
44 H 1.7516 -3.1046 -3.8756
45 H -0.3087 -3.2165 -5.3612
46 H -1.0329 -1.1461 -6.5085
47 H 0.2066 0.9466 -6.1924
48 H 2.0837 1.0603 -4.4623
49 F 0.6855 -1.9833 2.9429
50 C 0.4719 -2.4186 4.1905
51 C 0.5799 -1.4555 5.1625
52 C 0.4651 -1.8413 6.4990
53 C 0.3905 -3.1815 6.8099
54 C 0.4021 -4.1724 5.8315
55 C 0.4552 -3.7791 4.4673
56 H 0.9436 -0.4697 4.9618
57 H 0.6228 -1.1418 7.3156
58 H 0.2933 -3.4603 7.8662
59 H 0.4594 -5.1926 6.0842
60 H 0.4579 -4.4524 3.6161
61 F 5.3408 -0.4961 -0.1383
62 C 4.7055 -0.0916 0.9977
63 C 4.4151 1.2877 1.1276
64 C 3.8195 1.6713 2.3573
65 C 3.6560 0.7389 3.3671
66 C 3.8371 -0.6653 3.1775
67 C 4.3656 -1.0505 1.9265
68 H 4.4871 2.0573 0.3220
69 H 3.5072 2.7136 2.5045
70 H 3.1151 1.0807 4.2138
71 H 3.6126 -1.3784 3.9213
72 H 4.5772 -2.0816 1.6505
73 F -6.1026 -0.4135 -0.3903
74 C -5.4048 -0.6795 -1.5312
75 C -4.5050 -1.7624 -1.5235
76 C -3.7967 -2.0091 -2.6909
77 C -3.9044 -1.1891 -3.7659
78 C -4.7255 -0.1117 -3.7170
79 C -5.5335 0.1614 -2.6080
80 H -4.4262 -2.4254 -0.7026
81 H -3.0856 -2.8395 -2.6410
82 H -3.3679 -1.3940 -4.6419
83 H -4.7143 0.5898 -4.5115
84 H -6.2579 0.9835 -2.4967
85 F -2.4753 2.0532 -4.7218
86 C -2.8109 3.2095 -4.1303
87 C -4.0880 3.6376 -4.3538
88 C -4.5055 4.7472 -3.6508
89 C -3.6165 5.4496 -2.8835
90 C -2.3211 5.0779 -2.7793
91 C -1.9141 3.8733 -3.3519
92 H -4.7631 3.0861 -4.9997
93 H -5.5198 5.1117 -3.7667
94 H -3.9963 6.3764 -2.4521
95 H -1.5657 5.6313 -2.2535
96 H -0.9017 3.4753 -3.2252
97 F 0.1372 1.3972 2.1159
98 C -0.0373 0.9783 0.8505
99 C -1.2367 1.2681 0.2027
100 C -1.4291 0.7635 -1.0532
101 C -0.4168 0.0190 -1.6626
102 C 0.8408 -0.0994 -1.0868
103 C 1.0648 0.3883 0.2181
104 H -2.0422 1.7195 0.7261
105 H -2.3622 0.9872 -1.5547
106 H -0.5097 -0.4638 -2.6173
107 H 1.6042 -0.6082 -1.6669
108 H 1.9405 0.2265 0.9023
109 C 3.4345 -5.0432 -1.9797
110 C 2.7671 -4.8910 -0.6095
111 C 1.7251 -3.7102 -0.6659
112 C 0.6577 -4.0789 -1.6422
113 N -0.0851 -4.3492 -2.4993
114 H 2.7536 -5.1409 -2.8520
115 H 4.0554 -5.9418 -1.9417
116 H 4.1281 -4.2483 -2.2624
117 H 3.4344 -4.7887 0.2778
118 H 2.1906 -5.7951 -0.3624
119 H 2.1355 -2.7435 -1.0099
120 H 1.1838 -3.5810 0.2593

Cartesian forces (eV/Å) of the 2 atoms listed first:
F -0.0896 -0.1004 0.0969
C -0.0010 1.0236 0.9335

Values from the calculation:
- energy (eV) = -86934.502
- relative energy (zero: lowest compared OMol25 entry of this formula, charge and spin) (kcal/mol) = 20.7
- Kohn-Sham gap (eV) = 9.612
- highest occupied orbital energy (eV) = -9.119